12
Properties=species:S:1:pos:R:3:forces:R:3 method="wB97M-V/def2-TZVPD" homo_energy_ev=-9.26 e_lumo_ev=0.53 e_above_lowest_kj_mol=366.32 e_tot_ha=-662.6274 spin_multiplicity=1 gap_ev=9.787 charge=0
C 0.95635 -0.09224 0.45784 -1.5 0.0 -2.3
C -0.72441 -0.29539 0.65609 4.2 -0.4 -0.5
H 2.38667 1.12349 -1.06347 -1.4 0.7 0.4
H 1.50681 -0.84647 -0.20257 -1.4 0.7 0.9
H 1.51978 -0.02471 1.38136 -0.5 0.2 0.3
H -0.46627 -0.09976 2.51603 0.2 0.0 0.1
H -2.41386 -0.52113 -0.78039 2.9 -0.2 1.7
H -0.64042 0.56935 -1.88294 0.2 -2.3 -0.4
N -1.18762 -0.29545 1.84376 -1.2 0.0 -1.7
N -1.33036 -0.58608 -0.57494 -4.3 -0.2 1.1
O -0.74410 -0.45175 -1.80943 1.1 2.7 -0.1
S 1.13741 1.52013 -0.54133 1.7 -1.2 0.5